Record 1
Here is a molecular structure, C33H41CdFGeN7O5S in a non-equilibrium geometry from the OMol25 dataset. Energies are from the ωB97M-V functional and the def2-TZVPD basis.

HOMO-LUMO gap = 5.67 eV
Maximum force = 1.2 eV Å⁻¹
LUMO = 2.084 eV
Energy relative to the best compared isomer or geometry (same formula, charge and spin) = 50.96 kcal/mol

The geometry in ORCA input format:
```
! wB97M-V def2-TZVPD RIJCOSX def2/J DEFGRID3
* xyz -1 1
Cd 0.163 -0.285 0.409
C 0.815 -3.244 -1.573
C -0.072 -3.658 -0.441
C -0.310 -5.020 -0.178
C -1.149 -5.366 0.844
C -1.805 -4.364 1.588
C -2.744 -4.665 2.588
C -3.413 -3.643 3.220
C -3.161 -2.322 2.888
C -2.219 -1.961 1.926
S -2.062 -0.299 1.547
C -1.511 -3.009 1.249
N -0.635 -2.713 0.277
H 0.763 -3.972 -2.381
H 1.847 -3.151 -1.239
H 0.476 -2.277 -1.934
H 0.171 -5.776 -0.783
H -1.345 -6.405 1.083
H -2.940 -5.701 2.829
H -4.152 -3.867 3.979
H -3.706 -1.526 3.372
C -1.299 4.330 -5.829
C -0.109 5.103 -5.255
C 1.000 5.139 -6.306
C 2.307 5.632 -5.699
C 2.691 4.691 -4.596
C 4.000 4.325 -4.369
C 4.310 3.499 -3.295
F 5.609 3.170 -3.085
C 3.344 3.037 -2.441
C 2.007 3.375 -2.670
C 0.997 2.893 -1.716
O 1.326 2.195 -0.750
C -0.332 3.365 -1.989
C -0.582 4.106 -3.088
N 0.349 4.476 -4.018
C 1.666 4.175 -3.780
C -1.556 2.892 -1.138
O -2.472 3.699 -1.023
O -1.459 1.705 -0.779
H -1.511 4.683 -6.834
H -2.194 4.460 -5.229
H -1.056 3.271 -5.872
H -0.425 6.135 -5.030
H 0.681 5.785 -7.128
H 1.153 4.130 -6.699
H 2.171 6.639 -5.288
H 3.089 5.676 -6.460
H 4.790 4.686 -5.007
H 3.573 2.398 -1.603
H -1.593 4.451 -3.249
C 3.762 -1.341 3.083
Ge 3.553 -1.767 1.145
C 3.143 -3.722 1.105
C 5.465 -1.714 0.485
C 2.416 -0.473 0.214
H 4.486 -2.004 3.549
H 2.812 -1.459 3.591
H 4.108 -0.318 3.214
H 3.790 -4.233 1.814
H 3.325 -4.151 0.124
H 2.112 -3.914 1.380
H 6.069 -2.414 1.055
H 5.894 -0.723 0.602
H 5.532 -1.985 -0.564
H 2.636 -0.522 -0.854
H 2.765 0.500 0.567
C 3.418 2.923 4.318
N 2.203 2.204 4.050
C 1.825 1.054 4.835
C 0.872 0.314 3.855
O 0.345 -0.746 4.082
N 0.796 1.054 2.721
C 1.606 2.081 2.825
N 1.772 2.972 1.850
H 3.498 3.090 5.393
H 3.394 3.894 3.821
H 4.304 2.365 3.985
H 1.304 1.342 5.752
H 2.680 0.425 5.093
H 1.375 2.704 0.945
H 2.572 3.580 1.870
N -1.556 0.454 -3.202
C -2.009 -0.820 -3.232
N -2.786 -1.129 -4.352
O -1.681 -1.672 -2.436
H -1.997 1.139 -3.795
H -1.304 0.796 -2.264
H -3.433 -0.424 -4.668
H -3.198 -2.047 -4.298
*
```

***

Record 2
Here is a molecular structure, C33H41IrN11O5SSe in a non-equilibrium geometry from the OMol25 dataset. Energies are from the ωB97M-V functional and the def2-TZVPD basis.

HOMO-LUMO gap (alpha / beta) = 7.22 / 6.39 eV
Maximum force = 1.3 eV Å⁻¹
LUMO (alpha / beta) = -5.540 / -6.347 eV
Energy relative to the best compared isomer or geometry (same formula, charge and spin) = 67.29 kcal/mol

The geometry in ORCA input format:
```
! wB97M-V def2-TZVPD RIJCOSX def2/J DEFGRID3
* xyz 2 2
Ir 0.434 0.730 1.220
C -1.562 4.695 1.953
C -0.818 3.547 1.362
N -0.957 2.338 1.786
N -1.892 2.161 2.784
C -1.615 1.107 3.496
N -2.451 0.777 4.506
S -0.191 0.118 3.328
C 0.141 3.705 0.257
C 0.125 4.789 -0.610
C 1.033 4.824 -1.653
C 1.939 3.783 -1.792
C 1.887 2.737 -0.892
N 1.007 2.693 0.111
H -1.524 4.623 3.039
H -2.618 4.659 1.676
H -1.141 5.647 1.640
H -3.111 1.474 4.812
H -2.169 0.077 5.170
H -0.596 5.583 -0.474
H 1.035 5.653 -2.349
H 2.681 3.780 -2.579
H 2.583 1.910 -0.959
C -1.888 2.404 -2.496
N -0.776 1.760 -3.174
C -0.759 1.884 -4.631
C 0.648 1.681 -5.145
C 1.144 0.339 -4.658
N 0.993 0.240 -3.206
C 1.787 -0.790 -2.567
C 0.014 0.878 -2.509
O -0.136 0.681 -1.284
H -1.921 3.457 -2.782
H -1.759 2.333 -1.421
H -2.840 1.941 -2.770
H -1.129 2.877 -4.882
H -1.442 1.155 -5.079
H 1.294 2.475 -4.762
H 0.668 1.721 -6.233
H 2.200 0.201 -4.892
H 0.590 -0.473 -5.142
H 2.850 -0.572 -2.706
H 1.582 -1.770 -3.005
H 1.544 -0.820 -1.510
C -4.977 -0.178 2.151
N -4.551 -1.416 1.511
C -3.502 -1.570 0.703
Se -2.397 -0.218 0.001
N -3.418 -2.854 0.337
C -4.462 -3.575 0.921
C -4.826 -4.912 0.851
C -5.958 -5.277 1.554
C -6.695 -4.346 2.302
C -6.326 -3.016 2.372
C -5.189 -2.656 1.662
H -4.244 0.600 1.947
H -5.040 -0.336 3.226
H -5.950 0.123 1.768
H -2.674 -3.192 -0.258
H -4.259 -5.631 0.276
H -6.288 -6.306 1.525
H -7.573 -4.679 2.838
H -6.897 -2.300 2.947
O 4.986 -3.211 -2.254
C 5.893 -2.646 -1.330
N 5.127 -1.588 -0.705
C 5.558 -0.956 0.409
O 6.622 -1.193 0.940
C 4.619 0.057 1.010
C 5.127 1.033 1.856
C 4.249 1.908 2.469
C 2.893 1.772 2.244
N 2.403 0.819 1.442
C 3.256 -0.020 0.834
H 5.460 -3.825 -2.824
H 6.782 -2.246 -1.824
H 6.208 -3.357 -0.565
H 4.317 -1.282 -1.216
H 6.195 1.086 2.022
H 4.600 2.684 3.133
H 2.168 2.414 2.725
H 2.817 -0.775 0.205
O -0.870 -2.038 -0.484
C 0.083 -2.218 0.281
C 0.734 -3.574 0.409
C 1.628 -3.453 1.627
C 1.520 -2.003 2.021
O 2.078 -1.490 2.953
N 0.660 -1.305 1.118
H 1.285 -3.770 -0.514
H -0.036 -4.338 0.498
H 2.675 -3.692 1.442
H 1.302 -4.067 2.465
*
```